1.
ORCA calculation (ωB97M-V with the def2-TZVPD basis set) on 9 unconnected molecules or ions with the total composition C48H74FN3O18P.

The geometry in ORCA input format:
```
! wB97M-V def2-TZVPD RIJCOSX def2/J DEFGRID3
* xyz 1 1
C -5.1499 2.4044 -0.1376
C -3.8677 1.8059 -0.7237
C -2.8154 2.9137 -0.8712
C -1.8921 2.7804 -2.0853
C -0.6436 1.8965 -1.8608
C -0.5980 1.2309 -0.4795
C 0.3405 0.0465 -0.4757
C -0.0412 -1.1941 -0.9564
P -1.7409 -1.4749 -1.6356
C -2.2906 -2.7108 -0.4025
O -1.3382 -2.3818 -2.9402
C 0.8630 -2.2812 -0.9316
C 2.0953 -2.0943 -0.4276
O 3.0611 -3.0717 -0.3320
C 3.9488 -2.9971 -1.2953
N 4.7836 -2.8859 -2.0712
N 2.4505 -0.8682 0.0259
F 3.7112 -0.7483 0.4714
C 1.6482 0.2176 0.0427
N 2.1687 1.3750 0.5245
C 2.5354 1.4383 1.9718
C 1.3407 1.2439 2.9268
C 1.6397 0.1983 3.9957
H -4.8864 3.0473 0.7017
H -5.8459 1.6437 0.2104
H -5.6486 3.0130 -0.8891
H -4.1012 1.3597 -1.6901
H -3.5427 1.0142 -0.0443
H -2.2479 3.0344 0.0494
H -3.4051 3.8196 -1.0182
H -1.5969 3.7784 -2.4020
H -2.4679 2.3768 -2.9176
H 0.2449 2.5213 -1.9749
H -0.5612 1.1265 -2.6269
H -0.2794 1.9279 0.2908
H -1.5711 0.8679 -0.1706
H -2.0038 -3.7198 -0.6936
H -1.7941 -2.4861 0.5427
H -3.3580 -2.6123 -0.2433
H -1.8757 -2.0974 -3.6859
H 0.5577 -3.2483 -1.3006
H 1.5736 2.1482 0.2641
H 2.9618 2.4240 2.1208
H 3.3081 0.6999 2.1491
H 1.1396 2.1982 3.4070
H 0.4376 0.9853 2.3742
H 2.0625 -0.7147 3.5784
H 2.3489 0.5955 4.7197
H 0.7428 -0.0470 4.5588
O -4.9749 6.2262 -1.4549
C -5.6020 5.7261 -2.3425
O -5.1394 4.6488 -3.0241
C -6.0347 4.3110 -4.0991
C -7.3767 4.9156 -3.6976
C -6.9443 6.1481 -2.9032
H -5.6394 4.7389 -5.0228
H -6.0701 3.2284 -4.1974
H -8.0178 5.1333 -4.5488
H -7.9102 4.2286 -3.0396
H -6.7894 7.0192 -3.5418
H -7.6298 6.3998 -2.0994
O 9.2961 -6.8327 1.0694
C 8.8299 -5.8358 0.6002
O 7.6839 -5.8339 -0.1190
C 7.4192 -4.5078 -0.6246
C 8.1892 -3.5686 0.2947
C 9.3887 -4.4285 0.6840
H 7.7817 -4.4480 -1.6509
H 6.3477 -4.3343 -0.6021
H 8.4513 -2.6271 -0.1846
H 7.5984 -3.3444 1.1856
H 10.2077 -4.3438 -0.0317
H 9.7504 -4.2228 1.6882
O -9.6208 4.0337 -0.1517
C -9.4392 3.2547 0.7407
O -9.0502 1.9789 0.5075
C -9.0072 1.2365 1.7425
C -8.8671 2.2901 2.8334
C -9.6175 3.4751 2.2271
H -9.9322 0.6682 1.8304
H -8.1652 0.5476 1.7057
H -9.2544 1.9600 3.7947
H -7.8147 2.5510 2.9631
H -10.6812 3.4399 2.4507
H -9.2048 4.4351 2.5252
O -12.3389 1.9077 2.1867
C -12.8310 1.3055 1.2754
O -12.2655 0.1915 0.7615
C -13.0062 -0.2590 -0.3892
C -14.3988 0.3372 -0.2226
C -14.0933 1.6436 0.5098
H -12.5007 0.1070 -1.2847
H -13.0025 -1.3457 -0.4009
H -14.9231 0.4653 -1.1666
H -15.0038 -0.3088 0.4144
H -13.8665 2.4597 -0.1779
H -14.8810 1.9495 1.1918
O -1.6237 3.3929 2.0895
C -1.4313 4.5401 2.3901
O -0.5041 4.9004 3.2973
C -0.5679 6.3240 3.5351
C -1.2334 6.9032 2.2927
C -2.1624 5.7634 1.8746
H -1.1548 6.4913 4.4394
H 0.4406 6.6945 3.6967
H -1.7401 7.8463 2.4808
H -0.4855 7.0719 1.5168
H -3.1327 5.8170 2.3705
H -2.3110 5.6983 0.8000
O 7.1528 4.0630 -1.8774
C 6.8763 2.9121 -1.7472
O 5.6830 2.5058 -1.2250
C 5.6616 1.0807 -1.0920
C 6.7009 0.5602 -2.0786
C 7.7244 1.6959 -2.0742
H 5.9098 0.8261 -0.0575
H 4.6561 0.7295 -1.3133
H 7.1051 -0.4117 -1.8034
H 6.2556 0.4693 -3.0698
H 8.4702 1.5769 -1.2872
H 8.2215 1.8271 -3.0303
O 8.6079 -3.9798 4.3538
C 8.3601 -5.0725 4.7753
O 7.1478 -5.3896 5.2902
C 7.1604 -6.7356 5.8020
C 8.3000 -7.4286 5.0664
C 9.2790 -6.2763 4.8506
H 7.3243 -6.6927 6.8807
H 6.1898 -7.1868 5.6116
H 8.7158 -8.2706 5.6152
H 7.9490 -7.7955 4.1012
H 9.9578 -6.1488 5.6952
H 9.8475 -6.3766 3.9296
O 9.1402 -4.3032 -3.2425
C 9.1656 -5.2811 -3.9371
O 10.2080 -6.1310 -3.9423
C 10.0161 -7.1564 -4.9352
C 8.5112 -7.2014 -5.1708
C 8.1140 -5.7456 -4.9256
H 10.5700 -6.8719 -5.8316
H 10.4201 -8.0897 -4.5530
H 8.2443 -7.5796 -6.1550
H 8.0401 -7.8411 -4.4238
H 8.1971 -5.1353 -5.8261
H 7.1194 -5.6367 -4.5017
*
```

Largest force on an atom: 1.029 eV/Å
Gap between HOMO and LUMO: 7.3 eV
Electronic energy: -104301.0336 eV


2.
ORCA calculation (ωB97M-V with the def2-TZVPD basis set) on a molecular structure, C22H50HfO3P2S.

The geometry in ORCA input format:
```
! wB97M-V def2-TZVPD RIJCOSX def2/J DEFGRID3
* xyz 4 1
Hf 0.4481 0.1042 0.1243
C -1.3578 -0.6519 -0.4803
O -2.4487 -1.0476 -0.8415
C 2.2030 -0.9267 0.7302
O 3.2718 -1.3224 1.0414
P 0.8779 -0.6581 -2.3509
C 1.0381 0.8193 -3.4624
H 1.4055 0.3781 -4.4077
C 2.5596 -1.4527 -2.6039
H 3.1765 -0.8214 -1.9414
C -0.3460 -1.6144 -3.3618
H -1.2388 -0.9682 -3.3082
C -2.3675 -1.6087 2.3644
P -0.9414 -0.4199 2.2961
H -2.0376 0.7970 4.0254
H -3.0785 -1.2067 1.6264
C 0.0501 -0.8885 3.8158
H -0.6836 -1.0864 4.6143
C 2.5624 -2.8663 -2.0241
H 2.1938 -3.6216 -2.7314
H 1.9807 -2.9528 -1.0992
H 3.5919 -3.1382 -1.7538
C 3.2020 -1.3703 -3.9963
H 4.1293 -1.9541 -3.9863
H 3.4736 -0.3506 -4.2888
H 2.5702 -1.7811 -4.7838
C 0.0791 -1.7631 -4.8255
H 0.2632 -0.7965 -5.3105
H -0.7226 -2.2592 -5.3887
H 0.9681 -2.3975 -4.9205
C -0.6910 -2.9601 -2.7245
H -1.6678 -3.2760 -3.1217
H -0.8008 -2.8915 -1.6355
H 0.0504 -3.7357 -2.9680
C -0.2794 1.5575 -3.7622
H -0.9156 0.9752 -4.4334
H -0.0380 2.4905 -4.2838
H -0.8539 1.8058 -2.8615
C 2.1336 1.7211 -2.9030
H 1.8233 2.2680 -1.9995
H 2.3928 2.4510 -3.6799
H 3.0269 1.1311 -2.6674
C -3.0499 -1.6109 3.7478
H -3.4126 -0.6212 4.0406
H -2.3730 -1.9578 4.5378
H -3.9306 -2.2668 3.7381
C -1.9574 -2.9943 1.8683
H -1.4685 -3.5954 2.6459
C -1.0262 2.3243 2.8540
H -1.2917 -2.9378 0.9953
H -2.8582 -3.5354 1.5337
C -3.2603 1.2895 2.3314
H -1.0021 2.7482 1.8404
H -1.4438 3.0837 3.5264
H 0.0283 2.2058 3.1246
C -1.8749 1.0613 2.9601
H -3.7329 2.1750 2.7796
H -3.9932 0.4907 2.4756
H -3.1414 1.4447 1.2574
C 0.9625 0.2444 4.2892
H 1.5792 0.6574 3.4785
H 1.6568 -0.1302 5.0548
H 0.3962 1.0566 4.7539
C 0.8809 -2.1434 3.5640
H 0.2924 -3.0202 3.2828
H 1.4234 -2.3973 4.4871
H 1.6195 -1.9638 2.7719
H -3.5514 2.9507 -0.8257
H -3.2117 2.8080 -1.4849
C -0.1066 4.6398 0.0500
S 1.2738 3.4642 0.1455
C 1.8893 3.9310 1.7614
O 0.5468 2.0918 0.4500
H 0.3298 5.4675 -0.5144
H -0.3774 4.9456 1.0658
H -0.9471 4.1970 -0.4984
H 1.1055 4.3160 2.4160
H 2.4458 3.1337 2.2644
H 2.5780 4.7370 1.5003
*
```

Largest force on an atom: 13.502 eV/Å
Gap between HOMO and LUMO: 5.4 eV
Electronic energy: -60441.5439 eV